# 1
{"formula": "C14H17N3PbSe", "method": "ωB97M-V/def2-TZVPD", "symbols": ["C", "C", "H", "H", "H", "H", "H", "H", "C", "C", "C", "C", "H", "H", "H", "H", "N", "C", "C", "N", "C", "C", "C", "H", "H", "C", "H", "H", "Pb", "C", "H", "H", "H", "Se", "C", "N"], "coordinates": [[-3.5156, -0.7664, 1.2081], [-3.6451, 1.3763, -0.6091], [-3.5428, -1.7606, 0.8140], [-4.4489, -0.1732, 0.9583], [-3.2977, -0.7002, 2.2707], [-3.6529, 1.2249, -1.6883], [-4.5853, 0.9829, -0.1006], [-3.3582, 2.3949, -0.2278], [0.3372, -2.7043, 0.5994], [1.3048, -3.7659, 0.5555], [2.4734, -3.5143, -0.1695], [2.6472, -2.3146, -0.7654], [-0.5961, -2.8259, 1.1929], [1.0592, -4.6831, 1.0830], [3.2171, -4.2959, -0.2275], [3.5437, -2.0664, -1.3414], [0.4762, -1.5308, -0.0388], [1.6653, -1.3236, -0.6750], [1.8496, 0.0665, -1.2393], [0.8092, 0.9296, -1.1433], [0.9674, 2.1883, -1.5284], [3.2456, 1.7959, -2.2767], [2.1412, 2.7045, -2.1133], [0.1079, 2.8434, -1.3640], [2.1897, 3.7065, -2.4080], [3.0696, 0.4708, -1.8158], [3.8821, -0.2591, -1.8984], [4.1458, 2.1070, -2.7216], [-2.0122, 0.3943, 0.2669], [-1.4117, 2.5263, 1.0897], [-1.4676, 3.2398, 0.3086], [-0.4139, 2.2060, 1.2823], [-1.9686, 2.7932, 1.9476], [0.6731, -0.6625, 4.6698], [-0.5291, -0.4025, 3.4504], [-1.3597, -0.2017, 2.6547]], "forces_ev_per_a": [[-2.5676, -0.6326, 0.2875], [-4.1045, 3.1509, -0.9702], [-0.2831, -0.6445, 0.0014], [1.2177, -1.4325, 0.5427], [-0.0652, -0.2341, -0.3298], [0.2202, 0.1230, -0.0377], [1.4942, 0.7835, -1.1549], [-0.7765, -0.9745, -1.0063], [0.3038, -0.9936, 0.0725], [-1.2732, 1.9743, -0.0954], [-0.8146, -1.9308, 1.1642], [0.2004, 2.1974, -1.0030], [0.7213, -0.0460, -0.5735], [0.3500, 0.0954, -0.1881], [0.1427, 0.0497, -0.1217], [-0.3066, -0.4171, 0.3781], [0.7420, -0.5906, 0.3982], [-1.2842, 0.5720, 0.1160], [0.0022, 0.4512, -0.3708], [0.1468, -0.6482, 0.4539], [0.6173, 0.6670, -0.5390], [-3.1151, -0.2105, 1.2023], [0.7204, -3.1892, 0.6604], [0.2753, -0.1082, -0.2196], [0.1211, 1.2844, -0.3949], [-0.1568, 0.4415, -0.0608], [-0.3010, 0.5479, -0.0148], [0.9830, 0.3215, -0.4509], [4.5613, -0.1648, 2.1447], [1.1541, -1.4243, -0.8203], [-0.0833, 0.5022, -0.7978], [0.8483, 0.3374, 0.3975], [-0.8903, -0.2420, 0.8721], [1.2884, -0.3380, 1.3226], [-1.4684, 0.3374, -1.3749], [1.3797, 0.3846, 0.5104]], "lumo_ev": [-10.36, -9.54], "homo_energy_ev": [-14.673, -14.673], "max_force_ev_per_a": 5.26, "total_charge": 2, "multiplicity": 1, "total_energy_ev": -89833.9845}

---

# 2
{"formula": "C3H6N2S2", "method": "ωB97M-V/def2-TZVPD", "symbols": ["C", "N", "N", "C", "S", "C", "S", "H", "H", "H", "H", "H", "H"], "coordinates": [[0.4139, 1.1753, -1.9301], [0.5362, 1.2581, -0.4810], [-0.0574, 0.4316, 0.3910], [-0.4725, -0.6918, -0.0382], [-1.0977, -1.9881, 1.0424], [-0.3792, -1.6067, 2.6224], [-0.7125, -2.4217, 3.9669], [-0.6501, 1.0031, -2.2707], [1.1040, 0.3539, -2.2936], [0.7890, 2.1348, -2.2824], [0.5291, 2.2097, -0.1704], [-0.3620, -1.0201, -1.0827], [0.3593, -0.8381, 2.5265]], "forces_ev_per_a": [[0.1111, -1.2052, 0.1298], [0.2347, 0.8420, -0.5109], [-0.4260, -0.5975, -0.0947], [0.2765, -0.5748, 0.1495], [0.2682, 0.6660, 0.4204], [-0.4891, -0.7235, -1.0585], [-0.0339, 0.1238, -0.0494], [1.0281, 0.1114, 0.2191], [-0.9490, 0.8331, 0.0479], [-0.1083, -0.1677, -0.2961], [-0.0595, 0.0574, 0.4984], [-0.1953, 0.0790, 0.4045], [0.3425, 0.5559, 0.1399]], "lumo_ev": -0.16, "homo_energy_ev": -8.397, "max_force_ev_per_a": 1.37, "smiles": "CN/N=C/SC=S", "multiplicity": 1, "total_energy_ev": -27856.8427}

---

# 3
{"formula": "C3H9N2", "method": "ωB97M-V/def2-TZVPD", "symbols": ["C", "C", "C", "N", "N", "H", "H", "H", "H", "H", "H", "H", "H", "H"], "coordinates": [[-0.5539, 0.2200, -1.3125], [0.3456, 0.4258, -0.1199], [-1.1392, -0.4630, 1.8315], [1.3668, 1.1821, 0.1717], [0.4946, -0.8128, -0.9077], [-1.6015, -0.0371, -1.1296], [-0.5490, 0.6250, -2.3678], [-1.2286, 0.5170, 2.3349], [-0.5153, -1.3219, 2.2442], [-1.9144, -0.7332, 1.0092], [1.6064, 2.0353, -0.3748], [2.2269, 0.8696, 0.6528], [0.1491, -1.6616, -0.5162], [1.3125, -0.8450, -1.5158]], "forces_ev_per_a": [[0.3924, 0.8505, 0.1353], [-1.3614, -0.5334, -2.6860], [-1.4234, -1.7018, 0.1386], [2.9981, 2.5700, -0.2703], [-0.6222, 0.5069, -0.7139], [0.4735, -0.3889, 0.4999], [0.9895, -0.2112, 1.3241], [0.2220, -0.8657, -0.3706], [-0.9281, 1.4949, -0.4795], [1.4692, 0.5609, 1.6565], [-0.7808, -0.6259, 0.6207], [-1.2090, -0.2777, -0.1438], [-0.0954, -0.9733, 0.2347], [-0.1244, -0.4053, 0.0543]], "lumo_ev": [-3.29, -5.52], "s2": 2.007, "homo_energy_ev": [-11.413, -16.228], "max_force_ev_per_a": 3.96, "total_charge": 1, "multiplicity": 3, "total_energy_ev": -6224.4270}

---

# 4
{"formula": "C30H89N3O13", "method": "ωB97M-V/def2-TZVPD", "symbols": ["C", "C", "O", "H", "H", "H", "H", "H", "H", "C", "C", "O", "H", "H", "H", "H", "H", "H", "C", "C", "O", "H", "H", "H", "H", "H", "H", "C", "C", "O", "H", "H", "H", "H", "H", "H", "C", "C", "O", "H", "H", "H", "H", "H", "H", "C", "C", "O", "H", "H", "H", "H", "H", "H", "C", "C", "O", "H", "H", "H", "H", "H", "H", "C", "C", "O", "H", "H", "H", "H", "H", "H", "C", "C", "C", "O", "C", "N", "H", "H", "H", "H", "H", "H", "H", "H", "H", "H", "H", "C", "C", "C", "O", "C", "N", "H", "H", "H", "H", "H", "H", "H", "H", "H", "H", "H", "C", "C", "C", "O", "C", "N", "H", "H", "H", "H", "H", "H", "H", "H", "H", "H", "H", "C", "O", "H", "H", "H", "H", "C", "O", "H", "H", "H", "H"], "coordinates": [[6.4268, -1.9863, -1.4442], [7.3919, -1.5208, -0.3352], [6.5806, -1.5388, 0.7792], [5.6092, -1.2660, -1.4710], [5.9570, -2.9490, -1.2426], [6.9033, -2.1129, -2.4164], [7.7230, -0.4983, -0.5167], [8.2041, -2.2284, -0.1691], [6.5022, -0.6555, 1.1468], [0.6228, -5.7137, 0.5155], [1.1001, -5.4418, -0.9033], [0.0776, -5.2839, -1.8102], [0.0223, -4.9116, 0.9447], [1.4927, -5.9422, 1.1313], [-0.0686, -6.5550, 0.5616], [1.7398, -6.2927, -1.1375], [1.6665, -4.5109, -0.9290], [0.0586, -6.1191, -2.2832], [-5.5176, 3.9322, -1.2438], [-5.1697, 2.5055, -1.4647], [-6.0967, 1.9834, -2.3896], [-6.2968, 4.0467, -0.4902], [-6.0364, 4.4900, -2.0234], [-4.6464, 4.4695, -0.8693], [-5.2848, 2.0381, -0.4868], [-4.1024, 2.5094, -1.6860], [-6.1340, 1.0268, -2.3182], [-4.0092, -2.6398, 0.9631], [-4.5146, -2.3470, -0.4603], [-4.7747, -0.9458, -0.6090], [-2.9975, -2.2640, 1.1163], [-4.2181, -3.6762, 1.2285], [-4.5855, -1.9213, 1.5459], [-5.3821, -2.9596, -0.7058], [-3.7666, -2.5686, -1.2214], [-5.3929, -0.7573, -1.3189], [-2.4166, -1.2923, -3.9066], [-1.0475, -1.9798, -4.0201], [0.0266, -1.2394, -3.5536], [-3.2836, -1.3378, -4.5656], [-2.1809, -0.2383, -4.0532], [-2.7646, -1.2377, -2.8751], [-0.9327, -2.2356, -5.0734], [-1.1137, -2.9578, -3.5435], [0.1848, -1.4744, -2.6363], [0.7179, 0.0305, 6.0545], [-0.3160, 1.0507, 6.6140], [-0.6594, 1.9842, 5.6127], [1.7423, 0.4009, 6.0179], [0.5831, -0.4010, 5.0627], [0.9474, -0.6834, 6.8456], [0.1076, 1.6282, 7.4356], [-1.1479, 0.5007, 7.0540], [0.1362, 2.4034, 5.2769], [1.9470, -3.2145, 4.2770], [2.7482, -4.5184, 4.5477], [3.0190, -5.0869, 3.3048], [0.8937, -3.4112, 4.4769], [2.1020, -2.6774, 3.3413], [2.3423, -2.4714, 4.9696], [2.1763, -5.0945, 5.2752], [3.6699, -4.2209, 5.0477], [3.8937, -4.8535, 2.9853], [0.6985, -0.9367, 1.2409], [0.0647, -0.8130, -0.1400], [0.4227, -1.9163, -0.9535], [1.7077, -1.2320, 0.9538], [0.2017, -1.7308, 1.7983], [0.7309, -0.0038, 1.8038], [0.4130, 0.0765, -0.6648], [-1.0123, -0.6722, -0.0483], [0.1646, -2.7210, -0.4981], [-4.3089, 3.7028, -8.3269], [-4.5717, 3.0391, -6.9617], [-3.5909, 3.3799, -5.8338], [-2.2666, 3.1638, -6.2738], [-1.4055, 3.2798, -5.1497], [-6.0088, 3.2498, -6.4833], [-4.5170, 4.7711, -8.3854], [-5.0943, 3.1956, -8.8871], [-3.4077, 3.5680, -8.9251], [-4.4747, 1.9600, -7.0818], [-3.9191, 2.8020, -4.9699], [-3.6485, 4.4636, -5.7316], [-1.5001, 4.3322, -4.8821], [-0.4195, 3.2437, -5.6130], [-1.5784, 2.5639, -4.3461], [-6.1941, 2.9297, -5.5435], [-6.6268, 2.9374, -7.2186], [-3.1025, 5.3964, 2.4296], [-2.0712, 4.5813, 3.2472], [-1.1442, 3.7294, 2.4148], [-1.7753, 2.7878, 1.5848], [-2.2747, 1.5910, 2.2811], [-1.3607, 5.5221, 4.0559], [-3.7051, 6.0465, 3.0639], [-3.8088, 4.7187, 1.9500], [-2.6361, 6.0548, 1.6968], [-2.6251, 4.0171, 3.9974], [-0.3917, 3.1956, 2.9953], [-0.5460, 4.3717, 1.7684], [-2.7383, 0.9350, 1.5444], [-2.8652, 1.8785, 3.1510], [-1.4199, 0.9989, 2.6081], [-0.9728, 6.1208, 3.3409], [-0.5786, 4.9735, 4.3838], [7.1171, 2.5888, -0.7056], [6.4496, 2.6302, 0.6357], [4.9517, 2.8757, 0.6819], [4.4346, 2.6552, 2.0451], [2.9994, 2.7803, 2.0890], [6.7713, 1.4528, 1.4018], [8.2064, 2.5903, -0.7442], [6.9291, 3.5228, -1.2352], [6.8343, 1.6734, -1.2252], [6.8662, 3.4338, 1.2431], [4.3350, 2.3341, -0.0354], [4.8886, 3.9018, 0.3195], [2.7581, 2.3087, 3.0417], [2.5862, 2.2319, 1.2424], [2.7053, 3.8040, 1.8578], [5.9914, 1.4011, 2.0415], [7.5023, 1.6437, 2.0720], [-3.7379, -5.7766, -1.3615], [-5.1666, -5.6003, -1.3376], [-3.2364, -4.8440, -1.6202], [-3.2780, -6.1330, -0.4398], [-3.5826, -6.5904, -2.0697], [-5.3797, -6.5284, -1.4596], [6.0951, -3.5572, 3.0016], [5.1302, -3.4168, 1.9947], [5.8622, -2.8521, 3.7995], [5.9493, -4.5873, 3.3267], [7.1380, -3.4286, 2.7118], [5.5777, -2.8339, 1.3770]], "forces_ev_per_a": [[0.6102, 0.0364, -0.4306], [-0.9264, -0.7552, -1.5263], [-0.5847, 0.0089, 2.0570], [0.0779, 0.0888, -0.3428], [0.2183, -0.0763, 0.4521], [-0.0085, 0.3487, -0.1504], [0.4144, -0.1452, -0.1387], [0.3294, 0.2117, -0.2589], [0.0968, 0.5961, 0.0967], [-0.3412, -0.0781, 0.0731], [0.9174, 0.1611, 1.8167], [-1.1609, -0.4834, -1.2690], [0.3329, 0.4069, 0.0556], [-0.1483, 0.2163, 0.2859], [0.1715, -0.3697, -0.2563], [0.3063, 0.1649, -0.4272], [0.4523, -0.1159, 0.1179], [-0.5505, 0.1842, -0.3390], [-1.0023, 1.6292, 1.0040], [-0.2183, 0.5301, 0.9018], [0.2196, -0.4272, -0.5494], [0.0690, -0.3032, 0.5261], [0.7879, -0.2935, -0.8399], [-0.0587, 0.2332, -0.1737], [0.1494, -0.4902, -0.0386], [0.0161, -0.8309, -0.8671], [0.0823, 0.0214, -0.0378], [-0.8136, 1.4187, -0.8888], [0.5385, -0.1123, -0.6173], [-0.0614, 0.3540, 0.7049], [0.2941, -0.6661, -0.1641], [0.3818, 0.1947, 0.2041], [-0.3691, -0.4649, 0.5519], [-0.1931, 0.0975, 0.2105], [0.2303, -0.4196, 0.0432], [0.0697, -0.4798, -0.0278], [0.4305, 2.3650, 1.0564], [-1.6939, -1.5064, -1.0747], [0.0482, 0.6582, -0.4937], [0.3242, -1.3073, -0.3109], [0.2790, 0.4188, -0.1314], [-0.2065, -0.5049, 0.1860], [0.5224, 0.2623, -0.1965], [0.1962, -0.1390, 0.3552], [0.0716, -0.2312, 0.3796], [0.9279, 0.4000, 1.3371], [1.8535, -0.4655, -0.6107], [-1.2655, 0.0855, -0.3546], [0.0436, 1.0721, -0.3295], [-0.7860, -0.1792, 0.3218], [-0.7307, -0.8349, -0.2151], [0.3190, -0.3016, 0.3150], [-0.5169, 0.3777, -0.7000], [0.1531, -0.1447, 0.1812], [0.3054, 0.2659, 1.2753], [0.1639, 2.5770, -0.7002], [-0.2681, -1.8875, -0.2381], [-0.0845, 0.4220, -0.2111], [0.0390, -0.8761, -0.4420], [-0.5101, 0.1416, 0.5884], [0.0524, -0.7348, -0.5351], [0.2259, -0.2019, 0.0972], [-0.0425, 0.3377, -0.0028], [0.3213, -0.1499, -1.0786], [-0.3459, 0.9261, 0.4956], [-0.1304, -0.0039, 0.1525], [0.3151, -0.1200, 0.7675], [0.1575, 0.0390, 0.2155], [-0.1709, -0.0579, -0.0193], [0.2072, -0.0458, 0.0074], [-0.3012, -0.3057, -0.2065], [-0.0826, -0.2909, -0.0864], [-1.4666, -0.1996, -0.1152], [-0.1180, -0.6337, 0.9729], [-0.8301, 1.0564, -1.9287], [-0.5576, -1.5312, 0.7259], [0.5605, 1.2589, -1.7765], [2.0597, 1.2033, -1.1795], [-0.1845, 0.0626, 0.4874], [-0.1195, 0.3419, -0.7452], [0.3635, -0.5711, 0.8691], [0.3602, -0.2143, -0.4147], [0.4806, 0.1145, 0.4383], [-0.4557, 0.2250, 0.9553], [-0.0159, 0.0315, 1.0852], [0.2547, -0.5995, 0.5349], [0.0028, 0.0353, -0.0667], [-0.0697, -0.3826, -0.3009], [-0.2771, -0.2341, 0.5491], [-0.1400, -0.7812, 0.1329], [-2.1952, 0.3061, 0.1939], [0.0281, -0.6053, -0.5063], [-0.9125, -1.1786, -0.0348], [1.3582, 0.9924, -0.6142], [1.0790, 0.3152, -0.2069], [0.2071, -0.1123, 0.3346], [0.1335, 0.0697, -0.3530], [0.1897, -0.1878, -0.2236], [-0.1901, -0.7032, -0.3777], [0.0647, -0.0292, 0.7587], [-0.1460, 0.2714, -0.3205], [-0.6073, 0.5366, 0.0409], [-0.2920, -0.2687, -0.2350], [0.2672, 0.1319, 0.4342], [0.5869, 0.8544, 0.2514], [0.5571, 0.3301, 0.7007], [-0.0126, 0.4840, -0.7943], [0.9787, 0.2876, 1.3682], [-0.4250, 0.3374, 0.1742], [0.4411, 0.6883, -1.9195], [1.3865, -0.4828, -0.8992], [-0.4036, -1.6041, 0.9617], [0.1445, -0.2480, 0.9578], [-0.6358, -0.2229, -0.5300], [-0.3765, 0.2889, -0.3841], [0.0142, 0.7216, -0.3638], [0.1615, -0.7051, 0.0332], [-0.5883, 0.4914, 0.5273], [-0.6175, 0.5918, -0.1001], [-0.2519, -0.5510, 0.1442], [-0.1624, 0.2589, 0.9013], [-0.4175, -0.5655, 0.3172], [0.6296, 0.0249, -0.3267], [0.1101, -0.0218, -0.2782], [0.8920, -0.4417, 0.4290], [-0.1182, -0.1824, -0.3151], [-0.3959, 0.1381, 0.5075], [0.7537, 0.3674, -0.4314], [-1.1843, 0.1705, 0.1030], [-0.5439, -0.7387, 0.8334], [0.1833, -0.0230, -0.4860], [0.2303, -0.0638, 0.3900], [0.4920, -0.0193, 0.6930], [-0.0895, 0.0681, -0.3650], [-0.3210, 0.5955, -0.7664]], "lumo_ev": 0.31, "homo_energy_ev": -8.682, "max_force_ev_per_a": 2.68, "multiplicity": 1, "total_energy_ev": -63632.6709}